# 1
{"formula": "C33H65O4SSiV", "method": "ωB97M-V/def2-TZVPD", "elements": ["H", "C", "H", "C", "H", "H", "C", "C", "C", "H", "H", "C", "H", "H", "C", "C", "H", "C", "H", "C", "C", "H", "H", "H", "H", "H", "H", "H", "H", "H", "C", "C", "C", "C", "H", "H", "C", "H", "H", "H", "C", "H", "C", "H", "H", "H", "O", "H", "O", "C", "H", "C", "C", "H", "C", "C", "O", "H", "Si", "H", "H", "H", "C", "O", "H", "H", "S", "C", "H", "H", "H", "H", "H", "H", "C", "H", "H", "C", "H", "H", "C", "H", "H", "H", "H", "H", "H", "C", "H", "H", "H", "H", "H", "H", "H", "H", "V", "H", "H", "H", "C", "C", "H", "C", "C"], "coordinates": [[1.181418, 0.057486, 1.194577], [-4.285247, 0.980682, 1.146405], [3.280215, -0.549295, -0.021997], [3.358051, 3.035567, -0.127978], [3.202006, 2.661661, -5.069607], [-0.570757, -4.244282, -0.418306], [-1.857998, 0.757124, 2.111261], [-0.326717, -3.473562, 2.923069], [-1.827363, -2.872669, -1.606921], [-2.597416, -2.268806, 5.278377], [0.797858, -1.480358, 4.636639], [1.227688, 2.643865, -4.190002], [4.266445, 0.141661, -3.569332], [-0.850211, -2.139252, 5.387857], [-1.655681, -2.724425, 4.962308], [-2.961242, -3.732129, -1.044518], [-1.605700, -3.729654, 5.394987], [-0.474494, -3.332735, -1.014531], [-5.297804, -0.761335, 0.337449], [-1.071995, -0.225725, 2.763896], [0.501358, 1.659939, 3.302153], [1.781451, -2.523852, -2.827902], [-3.910605, -3.425763, -1.489678], [-2.831374, -3.975443, 2.014275], [-0.060168, -2.561748, -0.359006], [-0.463411, 1.934042, -5.321826], [5.167328, 2.917053, -1.304713], [2.634381, 4.938903, 0.590831], [3.851968, 3.816120, -2.080077], [0.578924, 4.268099, -5.475169], [1.387804, -0.359726, 2.181681], [-4.616209, 2.116852, 2.124375], [3.036731, -0.915190, -2.139998], [2.272305, 2.094770, -5.157217], [0.134667, -0.020095, 5.379242], [1.886575, 4.690730, -4.350778], [3.104302, -1.390562, -0.694978], [0.570654, -3.092886, 3.406399], [-5.775507, -0.363765, 1.996372], [-2.751381, -2.683115, -3.548664], [0.962644, 4.119079, -4.462976], [4.772935, 4.553578, -0.748889], [4.349308, 3.620503, -1.130749], [3.356717, 2.230297, 1.870748], [1.500953, 3.589450, 0.830262], [-2.806980, -4.799394, -1.237633], [-2.099824, -1.535523, -1.318093], [4.856349, 1.941769, 0.969538], [1.939256, -0.018296, -2.306767], [-4.007890, 1.589057, -0.234460], [-5.526815, 2.641896, 1.816076], [-2.764047, -3.777455, 3.081647], [2.230884, 4.024439, 0.147961], [-3.809478, 0.810760, -0.977283], [-3.056751, -1.147948, 2.095551], [4.343882, -0.237204, -2.548033], [2.856199, 1.803445, -0.645176], [1.710694, 4.286620, -0.775675], [1.606607, 1.466139, -1.672783], [0.442762, 2.124909, 2.315893], [-1.558353, 1.783113, 1.961868], [-4.873324, 2.168439, -0.576422], [-1.620105, -2.809515, 3.423642], [1.788463, 2.580707, -2.877040], [1.801155, -0.056799, 4.791915], [2.400280, -0.054648, 2.473207], [-0.257277, 1.601826, -0.802833], [4.068778, 2.671788, 1.170572], [2.706319, -1.731239, -4.109551], [3.519276, -2.850437, -2.995235], [4.562139, 0.596401, -1.881877], [-2.584430, -4.729868, 3.587138], [-3.801600, 2.842704, 2.163691], [4.517970, 3.553488, 1.633969], [-5.501087, 0.061943, 1.027978], [-1.608147, -4.043903, -3.449364], [-3.024905, -3.575800, 0.029809], [0.359327, 0.132036, 3.212096], [-0.811464, 2.201751, -3.598681], [-0.275698, 2.092219, 3.936311], [2.746177, -2.082479, -3.076013], [0.268839, -3.527850, -1.789241], [2.167375, -1.875171, -0.412580], [1.919052, 2.154380, -6.190094], [3.915728, -2.113364, -0.576237], [-3.858084, -1.849952, 1.924621], [-6.357049, 0.622698, 0.642677], [-0.065702, 1.843238, -4.307399], [-3.727958, -3.394961, 3.421550], [0.110587, 0.785445, -4.100636], [-1.006926, -2.373315, -3.536187], [-0.213716, -3.317473, 1.850519], [1.477918, 1.912509, 3.725630], [0.229591, 4.500218, -3.749789], [2.478337, 1.049625, -4.919450], [5.173409, -0.948293, -2.506372], [-1.502686, -0.315464, 0.037877], [-0.357776, -4.553112, 3.105300], [1.377932, -1.450131, 2.106882], [-3.145243, 2.258493, -0.211676], [-1.797179, -3.011505, -3.133794], [-1.860443, -1.430106, 2.792189], [-4.763100, 1.724708, 3.133567], [0.782752, -0.399031, 4.584641], [-3.087405, 0.202382, 1.674707]], "forces_ev_per_a": [[-0.010, 0.036, 0.024], [-0.018, -0.023, -0.020], [-0.009, -0.049, -0.063], [-0.036, -0.045, 0.008], [-0.012, -0.011, 0.010], [-0.018, -0.011, -0.021], [-0.139, 0.212, -0.197], [0.023, -0.059, 0.072], [-0.239, 0.205, -0.149], [0.010, -0.022, -0.015], [0.004, -0.140, -0.041], [0.025, -0.047, 0.071], [-0.007, 0.006, 0.013], [0.044, 0.070, -0.010], [-0.017, -0.042, 0.000], [-0.042, -0.103, -0.074], [0.027, 0.016, -0.014], [0.077, -0.134, 0.085], [0.000, 0.019, 0.020], [0.132, 0.013, -0.032], [0.053, 0.073, -0.126], [0.023, 0.020, -0.018], [0.020, 0.012, 0.009], [0.011, 0.012, -0.077], [-0.052, 0.026, -0.009], [0.022, 0.008, 0.005], [-0.023, 0.008, 0.000], [0.012, -0.023, -0.002], [-0.027, -0.007, 0.001], [0.002, -0.014, 0.009], [0.032, -0.143, 0.061], [-0.012, -0.004, 0.024], [0.004, 0.059, -0.114], [0.024, -0.013, -0.037], [-0.039, -0.036, -0.022], [-0.015, -0.007, 0.004], [0.022, -0.049, 0.064], [0.015, 0.110, 0.039], [0.008, 0.023, -0.013], [0.001, 0.008, 0.007], [-0.004, 0.035, -0.014], [-0.012, -0.018, -0.006], [0.055, 0.009, 0.010], [0.015, 0.008, -0.022], [0.005, -0.001, 0.001], [0.002, 0.040, -0.010], [0.237, 0.166, -0.062], [-0.020, 0.005, 0.012], [-0.018, -0.034, 0.125], [-0.032, 0.072, -0.015], [0.024, -0.010, -0.003], [-0.035, 0.033, -0.085], [-0.040, 0.038, -0.028], [-0.006, -0.010, 0.013], [0.028, 0.110, -0.153], [0.032, 0.007, -0.006], [-0.011, 0.012, 0.004], [0.018, -0.020, 0.010], [0.078, -0.086, 0.007], [-0.015, -0.032, 0.007], [-0.106, 0.006, 0.048], [0.014, -0.012, 0.012], [-0.053, 0.067, 0.069], [-0.034, 0.105, -0.128], [-0.027, 0.019, 0.013], [-0.028, 0.001, -0.012], [-0.091, 0.217, -0.024], [0.004, -0.009, 0.036], [0.001, -0.001, 0.016], [-0.002, 0.015, 0.004], [-0.006, -0.009, -0.016], [-0.002, 0.012, -0.012], [-0.004, -0.016, 0.005], [-0.008, 0.001, -0.019], [-0.002, -0.076, -0.043], [-0.007, 0.022, 0.027], [-0.023, 0.015, 0.091], [0.004, -0.007, -0.034], [0.015, -0.005, -0.009], [0.036, -0.003, 0.023], [0.010, -0.020, -0.012], [-0.028, 0.014, -0.005], [0.024, 0.032, -0.021], [-0.001, 0.012, 0.020], [0.003, -0.004, 0.016], [0.031, -0.003, 0.015], [-0.003, -0.002, 0.005], [-0.029, -0.013, -0.023], [0.015, -0.005, 0.004], [-0.003, 0.018, 0.017], [-0.024, 0.006, 0.004], [-0.039, -0.040, -0.022], [-0.004, -0.013, 0.001], [0.017, -0.011, -0.006], [-0.015, 0.016, 0.001], [-0.033, -0.014, 0.009], [-0.114, -0.722, 0.785], [0.019, 0.037, 0.045], [-0.004, 0.050, -0.032], [0.020, -0.019, 0.015], [0.114, -0.097, -0.013], [0.218, -0.067, -0.366], [-0.016, -0.005, -0.017], [-0.056, 0.079, 0.073], [0.036, 0.148, 0.204]], "mulliken_charge": [-0.356, 2.514, -0.070, 1.805, 0.286, 0.411, -0.663, -1.340, 2.088, 0.363, 0.321, 1.869, 0.271, 0.240, -1.690, -1.383, 0.448, -0.893, 0.332, -0.348, -1.947, 0.070, 0.384, 0.230, -0.509, 0.513, 0.342, 0.541, 0.052, 0.416, -1.591, -1.785, 1.995, -1.441, 0.365, 0.319, -0.785, 0.184, 0.322, 0.426, -1.880, 0.510, -1.688, 0.114, 0.027, 0.430, -1.016, 0.294, 0.792, -1.688, 0.439, -2.117, -1.286, 0.174, -0.420, -1.703, 0.946, 0.110, -2.017, -0.205, 0.554, 0.532, 2.677, 0.150, 0.515, 0.642, -0.165, -1.581, 0.369, 0.349, 0.077, 0.523, 0.300, 0.435, -2.040, 0.379, -0.006, 3.294, 0.323, 0.434, -1.510, 0.241, -0.205, 0.463, 0.603, 0.518, 0.449, -1.621, 0.370, 0.251, 0.294, -0.091, 0.564, 0.365, 0.095, 0.513, 1.677, 0.534, 0.072, 0.181, -1.892, 0.454, 0.361, -2.238, -1.332], "multiplicity": 4, "orbital_gap_ev": [6.3, 7.5], "homo_energy_ev": [-3.59, -4.78], "total_charge": -1, "fmax_ev_per_a": 1.1, "total_energy_ha": -3229.3517}


# 2
{"formula": "C9H11F2N4OSSn", "method": "ωB97M-V/def2-TZVPD", "elements": ["C", "H", "H", "Sn", "C", "C", "C", "F", "H", "C", "H", "H", "H", "H", "O", "H", "C", "C", "H", "S", "N", "H", "H", "C", "N", "N", "F", "C", "N"], "coordinates": [[2.353852, 1.526646, -0.843600], [-2.430950, 3.518537, 0.003999], [0.177807, -3.151395, 2.439962], [0.256610, 0.953708, -0.824609], [-0.277144, -1.915294, 0.061968], [-1.097675, -0.811154, -3.065712], [-2.246710, 2.489616, -0.299209], [2.577991, 2.384049, 0.189014], [1.731423, 0.369918, 4.353003], [1.329423, -0.149538, 3.495481], [-1.756418, -0.677148, -4.997113], [1.404755, 1.580716, 2.208204], [-2.974646, 1.839004, 0.187900], [1.127410, -2.048901, 4.473158], [-0.925005, 2.138915, 0.117880], [-2.375553, 2.417952, -1.381259], [0.311443, -1.358055, 1.282195], [0.990353, -1.489569, 3.557779], [-1.971920, -2.220330, -4.223802], [-0.567801, 0.861025, -3.117090], [0.661123, -0.065950, 1.218921], [-0.600893, -2.949105, 0.019203], [2.698346, 1.994141, -1.766429], [0.465383, -2.109031, 2.430915], [-0.429177, -1.150699, -0.949956], [-1.002388, -1.654324, -2.066333], [3.089790, 0.402275, -0.622787], [1.149883, 0.534108, 2.302415], [-1.669304, -1.260110, -4.184110]], "forces_ev_per_a": [[0.129, 0.020, -0.097], [0.010, 0.002, 0.013], [-0.004, 0.007, 0.002], [-0.079, -0.343, 0.179], [0.032, 0.030, 0.097], [-0.066, -0.005, -0.034], [0.056, -0.020, -0.007], [-0.011, -0.025, 0.011], [-0.002, 0.002, -0.004], [0.004, -0.022, 0.013], [-0.004, 0.005, 0.000], [-0.011, -0.001, -0.012], [-0.012, 0.002, -0.005], [-0.006, 0.003, 0.000], [-0.155, 0.184, 0.116], [-0.008, 0.002, 0.003], [-0.031, -0.046, -0.076], [0.013, 0.024, 0.003], [-0.008, -0.001, -0.002], [0.028, 0.093, -0.151], [-0.014, 0.096, 0.042], [-0.006, 0.008, -0.023], [-0.004, -0.006, -0.010], [0.007, 0.004, -0.008], [0.020, -0.117, -0.090], [0.075, 0.089, 0.047], [-0.013, 0.009, 0.012], [0.017, 0.020, -0.041], [0.041, -0.017, 0.022]], "mulliken_charge": [0.096, 0.248, 0.437, 1.139, -0.509, 0.767, -0.592, -0.230, 0.403, -0.863, 0.201, 0.490, 0.263, 0.444, -0.490, 0.265, 0.913, -0.230, 0.256, -0.401, -0.094, 0.413, 0.282, -0.861, 0.610, -1.310, -0.252, -0.030, -0.365], "multiplicity": 1, "orbital_gap_ev": 7.9, "homo_energy_ev": -12.37, "relative_energy_kj_mol": 2.9, "total_charge": 1, "fmax_ev_per_a": 0.4, "total_energy_ha": -1455.8160}


# 3
{"formula": "C3H8N2O", "method": "ωB97M-V/def2-TZVPD", "elements": ["H", "C", "C", "H", "H", "H", "H", "N", "O", "H", "C", "H", "N", "H"], "coordinates": [[-1.651993, -0.354279, 1.543203], [-0.667807, -0.272592, -0.158400], [-1.304694, 1.167574, -0.216548], [-1.690173, 1.533228, -1.185544], [1.041048, -0.264544, -2.198114], [2.427534, -0.013333, -1.383556], [-0.786991, -1.721681, 1.341659], [-1.457037, -1.085842, 0.866007], [1.474049, 0.427204, 0.945703], [-0.960997, -0.883101, -1.067247], [0.819707, 0.050810, -0.038607], [-0.744488, 1.811553, 0.545228], [1.430191, -0.374469, -1.302675], [-2.321647, 1.021953, 0.376760]], "forces_ev_per_a": [[-0.265, -0.493, 0.641], [-2.368, -0.003, -0.765], [-2.567, -0.941, 2.910], [1.125, 0.185, 0.454], [-1.495, 0.094, -0.772], [-1.620, -0.733, 0.468], [-0.634, 0.378, -0.341], [2.321, 1.179, 0.307], [-1.857, -0.778, -2.584], [1.240, 1.178, 0.481], [1.765, -2.038, -0.704], [-0.533, -0.249, -1.843], [3.231, 1.883, 3.023], [1.656, 0.339, -1.277]], "mulliken_charge": [0.280, 0.388, -1.141, 0.291, 0.240, 0.271, 0.274, -0.729, -0.587, 0.156, 0.409, 0.342, -0.496, 0.302], "multiplicity": 1, "orbital_gap_ev": 10.8, "homo_energy_ev": -9.87, "relative_energy_kj_mol": 176.8, "smiles": "C[C@H](N)C(N)=O", "fmax_ev_per_a": 4.8, "total_energy_ha": -303.8248}


# 4
{"formula": "CH4BrNO", "method": "ωB97M-V/def2-TZVPD", "elements": ["O", "N", "H", "C", "Br", "H", "H", "H"], "coordinates": [[-0.020720, 0.080401, 0.855281], [0.218419, 1.237382, 0.009960], [0.697682, -1.597156, 0.702595], [0.076031, -1.028145, 0.072298], [-1.210069, 1.562338, -1.144320], [0.569272, -0.793718, -0.870877], [0.579172, 2.057028, 0.624297], [-0.909787, -1.518130, -0.249235]], "forces_ev_per_a": [[-0.746, 4.090, 0.114], [1.832, 0.020, 1.369], [0.561, -1.935, 0.153], [-0.984, -1.437, -1.945], [-0.315, 0.511, 0.372], [0.360, -0.088, 0.093], [-1.803, -1.798, -1.107], [1.095, 0.638, 0.951]], "mulliken_charge": [-0.243, -0.302, 0.275, -0.552, -0.026, 0.328, 0.286, 0.234], "multiplicity": 1, "orbital_gap_ev": 9.4, "homo_energy_ev": -9.13, "relative_energy_kj_mol": 126.1, "smiles": "CONBr", "fmax_ev_per_a": 4.2, "total_energy_ha": -2744.3812}


# 5
{"formula": "C5H8O2", "method": "ωB97M-V/def2-TZVPD", "elements": ["C", "C", "C", "O", "H", "C", "C", "H", "H", "O", "H", "H", "H", "H", "H"], "coordinates": [[-1.435106, 0.844836, -0.264059], [-0.022331, 1.181218, -0.422454], [-0.925065, -0.506081, 0.376851], [-0.872535, -1.519387, -0.571885], [1.798425, -1.059289, -0.524797], [0.462956, 0.169825, 0.597968], [1.792813, -0.532023, 0.428515], [1.994065, -1.255639, 1.225532], [0.540643, 1.868787, -1.020749], [-1.096567, 0.693272, -1.587923], [-2.286333, 1.431700, 0.065860], [2.617260, 0.195535, 0.432092], [-1.459227, -0.818046, 1.267440], [-1.014370, -1.044493, -1.421066], [0.395664, 0.629875, 1.606266]], "forces_ev_per_a": [[-0.219, -0.025, 0.504], [0.088, 0.071, -0.541], [-0.374, -0.122, 0.563], [-0.427, -0.199, 0.038], [0.112, -0.080, 0.024], [-0.026, -0.171, -0.459], [-0.034, -0.153, -0.130], [-0.131, 0.097, -0.108], [-0.138, 1.023, 0.424], [1.199, -0.042, 0.259], [-0.061, -0.026, -0.235], [-0.243, -0.125, -0.031], [0.060, -0.227, 0.152], [0.178, -0.254, 0.185], [0.016, 0.233, -0.647]], "mulliken_charge": [0.058, -0.653, -0.250, -0.596, 0.327, 0.319, -1.421, 0.371, 0.492, -0.554, 0.410, 0.354, 0.449, 0.378, 0.316], "multiplicity": 1, "orbital_gap_ev": 10.7, "homo_energy_ev": -9.71, "relative_energy_kj_mol": 338.4, "smiles": "C[C@@H]1[C@H](O)[C@@H]2O[C@H]12", "fmax_ev_per_a": 1.2, "total_energy_ha": -345.6761}


# 6
{"formula": "C3H6N2O2S", "method": "ωB97M-V/def2-TZVPD", "elements": ["N", "N", "H", "O", "H", "O", "H", "H", "C", "C", "H", "S", "H", "C"], "coordinates": [[-0.861271, -0.691777, -0.463595], [1.438719, -0.253676, 0.035143], [-1.845254, -1.057288, 0.073531], [0.061360, 2.505266, -1.553930], [1.541384, 0.937033, -0.057856], [-0.400953, 1.932291, 0.634715], [-1.651911, 0.703463, -1.974533], [0.067819, 0.149841, -1.975314], [-0.747423, 0.379776, -1.381462], [-0.353538, 1.744133, -0.693635], [2.039023, -0.850124, 0.643397], [0.271519, -2.228547, 1.506563], [-0.866208, 1.139826, 0.938654], [0.275201, -1.165289, 0.175097]], "forces_ev_per_a": [[-3.146, -3.224, 3.051], [-0.626, -0.765, 0.136], [3.735, 1.318, -2.484], [-0.262, 0.362, 2.390], [-0.547, -5.133, 0.546], [-0.489, 0.074, -1.124], [0.818, -1.172, 0.596], [1.393, -0.084, -1.611], [-2.187, 2.136, 1.999], [0.621, 0.077, -3.445], [0.569, 1.962, -0.534], [-0.040, 0.291, -1.827], [0.131, -0.150, 0.678], [0.031, 4.309, 1.628]], "mulliken_charge": [-0.304, -0.453, 0.354, -0.531, 0.358, -0.442, 0.364, 0.426, -0.412, 0.270, 0.242, -0.354, 0.385, 0.097], "multiplicity": 1, "orbital_gap_ev": 8.6, "homo_energy_ev": -8.79, "relative_energy_kj_mol": 315.0, "smiles": "NC(=S)NCC(=O)O", "fmax_ev_per_a": 5.4, "total_energy_ha": -776.0202}